This record from the OMol25 dataset describes C24H26HfNO as an isolated structure in a non-equilibrium geometry. The level of theory is ωB97M-V/def2-TZVPD.

Values from the calculation:
Gap between HOMO and LUMO: 4.48 eV
Calculated total energy: -30144.637 eV
E_HOMO: -9.68 eV
Charge: +1
LUMO level: -5.20 eV

Positions of all 53 atoms, in Å:
C  -2.96949  -0.62685  -0.62607
C  -2.78909  0.81222  -0.56421
C  -1.64703  1.13118  -1.38374
H  -3.40416  1.55931  -0.05978
C  -1.07177  -0.05583  -1.89993
C  -1.83118  -1.15606  -1.37810
H  -1.70975  -2.17989  -1.74065
H  -3.87069  -1.15864  -0.32322
H  -1.28382  2.14815  -1.54818
H  -0.14154  -0.13246  -2.51702
C  0.65847  -1.04568  2.46914
C  -0.72456  -1.40423  2.70723
C  -1.07348  -2.44042  1.72272
H  -1.33151  -1.00915  3.53088
C  0.04320  -2.49573  0.78199
C  1.12799  -1.71381  1.30250
H  2.07550  -1.47564  0.77276
H  1.21947  -0.33116  3.07539
H  -1.91685  -3.11774  1.83856
H  0.15678  -3.15592  -0.10587
Hf  -1.35671  -0.28525  0.91775
O  2.44265  0.55921  -1.75917
C  2.52984  2.02954  -1.79652
C  3.04523  1.17830  -2.93452
H  1.55985  2.52611  -1.92471
H  3.30499  2.46414  -1.15506
H  2.44425  1.12194  -3.84055
H  4.36765  1.26611  -5.29499
C  5.04226  1.13104  -4.46093
C  4.48393  1.02797  -3.16340
C  5.34141  0.80987  -2.07645
H  4.91185  0.68171  -1.08335
C  6.71232  0.67179  -2.27916
H  7.35345  0.44814  -1.42665
C  7.25521  0.79711  -3.56289
H  8.32830  0.69499  -3.70906
C  6.41800  1.04339  -4.65609
H  6.83408  1.15272  -5.65731
C  -4.64270  -2.41555  1.98840
C  -4.41831  -1.08703  2.61581
C  -5.30721  -0.45180  3.52744
C  -4.68819  0.79913  3.84604
C  -3.47947  0.83698  3.11105
C  -2.48535  1.93319  3.09018
N  -3.31317  -0.28752  2.33161
H  -5.64917  -2.36986  1.54386
H  -4.61252  -3.18149  2.77777
H  -3.92865  -2.74647  1.22583
H  -6.27655  -0.83141  3.89781
H  -5.02347  1.60264  4.51339
H  -3.00259  2.85919  2.78391
H  -2.11318  2.07851  4.12003
H  -1.59453  1.79098  2.43553

Atoms 1-2, force components in eV/Å:
C 0.273 0.531 -1.578
C -0.053 -0.214 -1.496